# 1
# C6H18O6

A 3-piece molecular cluster, C6H18O6 overall (ωB97M-V/def2-TZVPD, the Open Molecules 2025 dataset).

Geometry as XYZ:
```
30
Properties=species:S:1:pos:R:3:nbo_charge:R:1
C 4.130 -1.137 -1.307 -0.07
C 4.113 -0.903 0.296 -0.08
O 3.227 -1.788 0.945 -0.74
O 4.876 -0.131 -1.895 -0.70
H 3.097 -1.180 -1.653 0.14
H 4.515 -2.131 -1.536 0.18
H 3.841 0.151 0.357 0.15
H 5.107 -1.054 0.717 0.18
H 3.430 -2.687 0.675 0.48
H 4.530 0.748 -1.725 0.47
C -0.226 1.281 2.056 -0.10
C 0.276 0.287 0.955 -0.08
O -0.647 -0.759 0.803 -0.74
O -0.128 0.615 3.315 -0.43
H -1.250 1.616 1.893 0.24
H 0.448 2.138 2.096 0.23
H 1.264 -0.049 1.271 0.23
H 0.454 0.865 0.047 0.20
H -0.291 -1.452 0.242 0.51
H -0.666 -0.180 3.295 0.50
C -4.614 0.850 -1.272 -0.10
C -3.240 0.551 -0.827 -0.10
O -3.457 -0.108 0.482 -0.51
O -4.697 1.441 -2.556 -0.71
H -5.343 1.342 -0.629 0.21
H -5.076 -0.100 -1.539 0.20
H -2.539 1.380 -0.725 0.23
H -2.730 -0.151 -1.486 0.22
H -2.831 -0.816 0.647 0.50
H -5.573 1.360 -2.941 0.49
```

Computed properties:
Relative energy (zero: lowest compared OMol25 entry of this formula, charge and spin) in eV: 4.5142
HOMO-LUMO gap (alpha / beta) in eV: 9.61 / 2.36
Net charge: +1
Expectation value of S²: 0.76
2S+1: 2
Energy in a.u.: -690.375952



# 2
# C6H16O3

A 4-piece molecular cluster, C6H16O3 overall (ωB97M-V/def2-TZVPD, the Open Molecules 2025 dataset).

Geometry as XYZ:
```
25
Properties=species:S:1:pos:R:3:nbo_charge:R:1
C 1.353 1.867 1.908 -0.65
C 1.004 1.321 0.540 -0.02
C 0.853 2.131 -0.508 -0.41
C 2.004 -0.785 -0.255 -0.45
C 1.056 -0.160 0.422 0.00
C -0.070 -0.910 1.083 -0.81
H 0.546 2.342 2.439 0.22
H 2.307 2.405 1.964 0.21
H 1.598 1.028 2.580 0.21
H 0.387 1.776 -1.432 0.22
H 1.263 3.146 -0.498 0.18
H 2.073 -1.875 -0.209 0.18
H 2.911 -0.434 -0.735 0.19
H 0.389 -1.316 1.987 0.20
H -0.436 -1.703 0.446 0.19
H -0.875 -0.269 1.425 0.24
H -2.535 0.574 -1.831 0.41
H -1.892 -0.141 -2.968 0.47
O -1.959 0.753 -2.598 -1.05
H -2.970 -2.239 1.933 0.40
H -3.526 -1.026 1.294 0.34
O -3.081 -1.294 2.129 -1.15
H -0.404 -2.526 -2.891 0.44
H 0.204 -0.965 -2.884 0.49
O -0.200 -1.702 -3.342 -1.07
```

Computed properties:
Relative energy (zero: lowest compared OMol25 entry of this formula, charge and spin) in eV: 0.7067
HOMO-LUMO gap (alpha / beta) in eV: 2.79 / 9.53
Net charge: -1
Expectation value of S²: 0.75
2S+1: 2
Energy in a.u.: -463.828143



# 3
# C6H11N

One molecule with the formula C6H11N (ωB97M-V/def2-TZVPD, the Open Molecules 2025 dataset).

Geometry as XYZ:
```
18
Properties=species:S:1:pos:R:3:nbo_charge:R:1
C -0.047 -0.952 -1.261 -0.40
C 0.873 0.399 -1.323 -0.42
C 0.506 1.480 -0.219 -0.23
N -0.684 0.753 0.438 -0.43
C -0.941 0.547 1.815 -0.23
C -0.087 -0.421 1.102 -0.10
C -0.356 -1.554 0.135 -0.41
H -1.057 -0.652 -1.524 0.21
H 0.350 -1.567 -2.099 0.21
H 0.623 0.831 -2.370 0.22
H 1.982 0.075 -1.242 0.21
H 1.353 1.613 0.518 0.17
H 0.234 2.490 -0.619 0.20
H -0.522 1.090 2.688 0.20
H -2.019 0.279 2.062 0.20
H 0.995 -0.193 1.303 0.17
H -1.441 -1.792 0.064 0.22
H 0.239 -2.428 0.532 0.21
```

Computed properties:
Relative energy (zero: lowest compared OMol25 entry of this formula, charge and spin) in eV: 3.1077
HOMO-LUMO gap in eV: 10.39
SMILES: C1CCN2C[C@H]2C1
Energy in a.u.: -289.857475



# 4
# C4H8O

One molecule with the formula C4H8O (ωB97M-V/def2-TZVPD, the Open Molecules 2025 dataset).

Geometry as XYZ:
```
13
Properties=species:S:1:pos:R:3:nbo_charge:R:1
C -0.024 -0.388 1.761 -0.60
C 0.495 0.160 0.435 -0.40
C -0.383 -0.218 -0.754 -0.51
C -0.053 0.562 -2.005 0.45
O 0.605 1.575 -2.019 -0.52
H -0.090 -1.482 1.751 0.20
H -1.022 0.005 1.985 0.20
H 0.638 -0.102 2.586 0.21
H 0.568 1.251 0.478 0.22
H 1.513 -0.205 0.250 0.20
H -0.330 -1.291 -0.983 0.22
H -1.445 -0.021 -0.535 0.23
H -0.472 0.155 -2.950 0.10
```

Computed properties:
Relative energy (zero: lowest compared OMol25 entry of this formula, charge and spin) in eV: 0.2809
HOMO-LUMO gap in eV: 10.91
SMILES: CCCC=O
Energy in a.u.: -232.435312